--- 1 ---
C5H9F2N in the gas phase. Source: the Open Molecules 2025 dataset; level of theory: wB97M-V/def2-TZVPD.

Summary:
Frontier orbital gap, eV: 9.908
SMILES: C=C(CN)CC(F)F
Molar mass, g mol⁻¹: 121.1
LUMO, Eh: 0.03059
Charge: 0

Element x y z (Å)
C1 -0.42 1.87 -0.01
C2 -0.42 0.58 0.49
C3 -1.60 -0.42 0.18
N1 -0.99 -1.32 -0.74
C4 0.96 -0.10 0.96
C5 1.83 -0.25 -0.36
F1 2.95 -0.89 0.29
F2 2.15 0.98 -0.89
H1 0.21 2.69 0.25
H2 -1.36 2.10 -0.50
H3 -2.38 0.30 -0.47
H4 -2.05 -0.83 1.12
H5 -1.07 -0.98 -1.75
H6 -1.34 -2.34 -0.60
H7 0.70 -1.03 1.41
H8 1.41 0.54 1.75
H9 1.43 -0.89 -1.15


--- 2 ---
2 unconnected molecules or ions with the total composition C5H9F2N. Source: the Open Molecules 2025 dataset; level of theory: wB97M-V/def2-TZVPD.

Summary:
Frontier orbital gap, eV: 9.985
Molar mass, g mol⁻¹: 121.1
LUMO, Eh: 0.02764
Charge: 0

Element x y z (Å)
C1 2.50 0.70 0.23
C2 -2.17 1.25 0.07
C3 -0.56 -1.85 -0.36
C4 -0.77 0.77 -0.34
C5 -0.52 -0.62 0.24
N1 3.03 -0.36 -0.29
F1 2.42 0.62 1.63
F2 -0.41 -0.55 1.58
H1 -3.05 0.85 -0.35
H2 -2.38 2.30 0.06
H3 -2.27 1.07 1.14
H4 -0.57 -2.13 -1.37
H5 3.07 -0.53 -1.33
H6 -0.75 -2.80 0.16
H7 -0.07 1.48 -0.01
H8 -0.70 0.94 -1.40
H9 3.20 -1.13 0.33


In kcal/mol, relative to the most stable structure: 1 0.0; 2 22.1.


--- 1 ---
C2H6N2S2 in the gas phase. Source: the Open Molecules 2025 dataset; level of theory: wB97M-V/def2-TZVPD.

Summary:
Frontier orbital gap, eV: 8.240
SMILES: CN(S)/C=N\S
Molar mass, g mol⁻¹: 122.2
LUMO, Eh: 0.00172
Charge: 0

Element x y z (Å)
C1 -1.24 0.59 1.03
N1 -0.19 -0.04 0.19
S1 0.84 -1.18 1.00
C2 -0.47 -0.26 -1.23
N2 0.50 -0.56 -2.06
S2 2.12 -0.66 -1.82
H1 -0.57 1.17 1.75
H2 -1.95 -0.26 1.69
H3 -1.78 1.37 0.28
H4 1.54 0.11 1.69
H5 -1.36 -0.46 -1.71
H6 2.55 0.17 -0.82


--- 2 ---
C2H6N2S2 in the gas phase. Source: the Open Molecules 2025 dataset; level of theory: wB97M-V/def2-TZVPD.

Summary:
Frontier orbital gap, eV: 8.969
SMILES: [H]/N=C(\CS)NS
Molar mass, g mol⁻¹: 122.2
LUMO, Eh: 0.01603
Charge: 0

Element x y z (Å)
H1 -1.65 -1.48 0.45
N1 -0.83 -1.08 1.01
C1 -0.27 -0.19 0.24
C2 -0.33 0.19 -1.29
S1 -0.20 -1.22 -2.34
N2 0.53 0.87 0.73
S2 0.58 1.42 2.27
H2 -1.10 0.86 -1.63
H3 0.61 0.69 -1.28
H4 0.82 -1.83 -1.45
H5 1.25 1.55 0.29
H6 0.60 0.20 3.00


--- 3 ---
C2H6N2S2 in the gas phase. Source: the Open Molecules 2025 dataset; level of theory: wB97M-V/def2-TZVPD.

Summary:
Frontier orbital gap, eV: 9.683
SMILES: [H]/N=C(\CS)NS
Molar mass, g mol⁻¹: 122.2
LUMO, Eh: 0.02112
Charge: 0

Element x y z (Å)
H1 0.68 -1.39 1.08
N1 -0.18 -1.15 0.73
C1 -0.13 -0.21 -0.13
C2 1.00 0.74 -0.41
S1 2.66 0.17 0.00
N2 -1.34 0.06 -0.79
S2 -2.72 -0.94 -0.55
H2 0.85 1.69 0.15
H3 0.93 0.92 -1.48
H4 2.43 0.11 1.33
H5 -1.55 1.04 -0.74
H6 -2.64 -1.04 0.81


In kcal/mol, relative to the most stable structure: 1 72.2; 2 33.9; 3 0.0.


--- 1 ---
C3H5NS2 in the gas phase. Source: the Open Molecules 2025 dataset; level of theory: wB97M-V/def2-TZVPD.

Summary:
Frontier orbital gap, eV: 7.567
SMILES: CC(=S)NC=S
Molar mass, g mol⁻¹: 119.2
LUMO, Eh: -0.01098
Charge: 0

Element x y z (Å)
C1 1.04 1.21 -0.69
C2 0.01 0.58 0.26
S1 -0.37 1.44 1.56
N1 -0.37 -0.76 -0.15
C3 -1.21 -1.58 0.58
S2 -2.26 -1.27 1.69
H1 2.03 0.96 -0.23
H2 1.07 2.31 -0.58
H3 1.02 0.89 -1.74
H4 0.27 -1.18 -0.83
H5 -1.24 -2.59 0.13


--- 2 ---
A molecular structure, C3H5NS2. Source: the Open Molecules 2025 dataset; level of theory: wB97M-V/def2-TZVPD.

Summary:
Frontier orbital gap, eV: 8.020
Molar mass, g mol⁻¹: 119.2
LUMO, Eh: -0.01811
Charge: 0

Element x y z (Å)
C1 1.55 0.99 0.75
C2 0.32 0.98 0.00
C3 -0.28 -3.04 0.45
H1 2.16 1.86 0.21
H2 2.01 -0.18 0.56
H3 1.02 1.03 1.79
H4 0.19 -3.92 0.83
H5 -1.22 -3.39 -0.28
N1 0.38 -1.81 0.65
S1 -0.50 2.01 -0.95
S2 -0.52 -0.52 0.02


In kcal/mol, relative to the most stable structure: 1 0.0; 2 63.3.


--- 1 ---
C3H4O3S in the gas phase. Source: the Open Molecules 2025 dataset; level of theory: wB97M-V/def2-TZVPD.

Summary:
Frontier orbital gap, eV: 9.576
Molar mass, g mol⁻¹: 120.1
LUMO, Eh: 0.01738
Charge: 0

Element x y z (Å)
C1 0.29 -1.13 0.09
C2 -0.24 0.06 0.26
C3 -1.57 0.60 -0.06
O1 2.62 0.49 -1.04
O2 1.59 -1.35 0.20
O3 0.97 0.94 0.67
S1 2.37 0.29 0.34
H1 -0.38 -1.93 -0.30
H2 -1.71 0.98 -1.05
H3 -1.75 1.31 0.71
H4 -2.19 -0.26 0.19


--- 2 ---
C3H4O3S in the gas phase. Source: the Open Molecules 2025 dataset; level of theory: wB97M-V/def2-TZVPD.

Summary:
Frontier orbital gap, eV: 10.631
SMILES: O=C1OCOCS1
Molar mass, g mol⁻¹: 120.1
LUMO, Eh: 0.01348
Charge: 0

Element x y z (Å)
O1 -2.39 -0.46 0.17
C1 -1.17 -0.24 0.05
O2 -0.19 -1.24 0.34
C2 0.94 -1.22 -0.51
O3 1.92 -0.26 -0.09
C3 1.16 0.73 0.72
S1 -0.29 1.32 -0.36
H1 0.60 -0.77 -1.44
H2 1.31 -2.34 -0.51
H3 0.84 0.32 1.85
H4 1.64 1.82 0.98


In kcal/mol, relative to the most stable structure: 1 0.0; 2 4.9.